a:
C6H4BrF3IN in the gas phase. Source: the Open Molecules 2025 dataset; level of theory: the ωB97M-V functional and the def2-TZVPD basis.

Each line ends with the Mulliken charge.
Cartesian coordinates (Å):
H: -0.200 0.606 -3.081  0.453
C: -1.881 0.342 -0.380  0.233
F: 2.549 -1.167 1.176  -0.241
N: -1.638 0.365 -1.623  -0.536
C: 0.312 -0.578 0.179  0.258
C: -0.892 0.307 0.724  -0.847
C: 0.716 -0.228 -1.310  -0.233
F: 1.742 0.910 1.178  -0.218
I: -3.833 0.903 0.329  0.042
Br: 2.543 0.039 -1.778  -0.096
H: -0.353 1.219 1.053  0.419
H: 0.188 -1.723 0.315  0.263
C: 1.401 -0.421 1.199  0.495
C: -0.284 0.262 -2.059  -0.206
F: 0.895 -0.709 2.447  -0.275
H: -1.265 -0.128 1.631  0.488

Summary:
spin multiplicity: 1
E_LUMO: -0.5 eV
total charge: 0
HOMO: -9.316 eV
HOMO-LUMO gap: 8.847 eV

=====

b:
2 unconnected molecules or ions with the total composition C6H4BrF3IN. Source: the Open Molecules 2025 dataset; level of theory: the ωB97M-V functional and the def2-TZVPD basis.

Each line ends with the Mulliken charge.
Cartesian coordinates (Å):
N: -0.025 1.040 1.504  -0.248
C: 2.717 -0.628 -0.596  -0.521
Br: -3.535 -0.952 0.435  -0.135
C: -1.941 0.119 0.441  -0.459
C: 0.076 2.745 -0.170  0.877
H: 3.439 0.112 -0.335  0.335
H: -1.541 -0.183 2.395  0.275
H: -1.665 0.318 -0.522  0.423
F: -1.226 3.064 0.078  -0.244
I: 2.714 2.209 1.477  0.129
H: 1.000 -1.938 -0.825  0.486
F: 0.055 2.076 -1.304  -0.223
C: -1.216 0.439 1.496  -0.052
F: 0.596 3.891 -0.438  -0.251
C: 1.841 -1.431 -0.631  -0.317
C: 0.672 1.891 0.938  -0.076

Summary:
spin multiplicity: 1
E_LUMO: -0.7 eV
total charge: 0
HOMO: -9.292 eV
HOMO-LUMO gap: 8.635 eV

=====

Quick one: least stable of them? b

=====

a:
A gas-phase ion, C9H16N3 (charge +1). Source: the Open Molecules 2025 dataset; level of theory: the ωB97M-V functional and the def2-TZVPD basis.

Each line ends with the Mulliken charge.
Cartesian coordinates (Å):
H: -1.295 3.115 -2.138  0.244
H: 0.229 0.544 -1.952  0.291
C: -0.188 0.226 0.693  1.901
H: 1.797 1.241 1.177  0.372
H: -2.498 2.929 0.006  0.292
C: 2.961 -0.780 -0.314  -0.910
H: 0.752 1.847 -0.350  0.413
N: -0.997 2.401 -1.466  -0.471
H: 3.608 -0.376 0.513  0.300
H: -1.219 -0.986 2.139  0.369
H: -1.327 1.808 1.634  0.520
H: 0.489 -1.379 2.160  0.309
H: -0.052 0.264 2.826  0.419
C: -1.901 -2.718 -0.584  -0.238
H: 3.643 -0.774 -1.172  0.352
C: 0.717 -0.373 -1.490  -0.763
H: 0.928 -1.238 -2.200  0.465
C: -1.569 2.299 -0.358  -0.124
H: -2.346 0.881 0.768  0.582
H: 2.808 -1.837 -0.132  0.346
H: -2.793 -2.878 -0.993  0.331
N: -1.176 -1.674 -0.704  -0.029
C: 1.130 0.949 0.294  -1.093
H: -1.457 -3.614 -0.053  0.265
C: -0.400 -0.728 -0.450  -0.163
N: 1.768 0.033 -0.558  0.110
C: -1.390 1.296 0.702  -1.430
C: -0.221 -0.479 2.002  -1.663

Summary:
spin multiplicity: 1
E_LUMO: -4.4 eV
total charge: +1
HOMO: -11.679 eV
HOMO-LUMO gap: 7.272 eV

=====

b:
A gas-phase ion, C9H16N3 (charge +1). Source: the Open Molecules 2025 dataset; level of theory: the ωB97M-V functional and the def2-TZVPD basis.

Each line ends with the Mulliken charge.
Cartesian coordinates (Å):
H: -1.801 3.158 0.994  0.341
C: 0.759 0.986 -0.690  0.664
H: -1.742 -2.749 -1.999  0.324
C: 3.068 -1.397 1.137  -1.153
N: 2.854 0.414 -0.468  0.208
H: 3.831 0.607 -0.397  0.225
C: 0.856 -0.148 0.140  0.523
H: -2.816 -1.014 -0.813  0.443
H: 2.646 -1.597 2.167  0.326
H: -0.466 2.653 -0.977  0.471
H: -0.863 1.242 -1.978  0.336
N: 1.984 1.318 -1.059  -0.940
H: -1.274 -0.497 1.539  0.637
H: -0.996 -1.048 -1.969  0.286
C: -1.281 -0.273 0.506  -0.652
H: -1.856 1.712 2.199  0.432
C: -1.178 -1.970 -1.423  -0.657
C: -1.451 2.094 1.297  -1.638
C: -0.580 1.581 -1.002  -1.035
N: -1.916 -1.390 -0.302  -0.100
H: -0.171 -2.356 -0.948  0.262
C: 2.166 -0.448 0.372  -0.392
C: -1.585 1.138 0.109  0.321
H: -2.648 1.202 -0.287  0.345
H: 2.978 -2.431 0.712  0.257
H: 4.012 -0.871 1.182  0.353
H: -0.455 2.171 1.509  0.431
H: -2.078 -2.088 0.448  0.380

Summary:
spin multiplicity: 1
E_LUMO: -3.5 eV
total charge: +1
HOMO: -12.449 eV
HOMO-LUMO gap: 8.967 eV

=====

Quick one: least stable of them? b

=====

a:
A gas-phase ion, C4H12FN2 (charge +1). Source: the Open Molecules 2025 dataset; level of theory: the ωB97M-V functional and the def2-TZVPD basis.

Each line ends with the Mulliken charge.
Cartesian coordinates (Å):
N: -0.561 0.385 -1.538  -0.509
C: -2.508 -0.358 0.678  -0.869
C: 1.554 -0.284 0.191  0.407
H: 2.087 1.240 -1.023  0.383
H: -0.345 -0.327 -2.168  0.212
H: -0.985 -0.844 1.628  0.411
H: -0.318 1.169 0.350  0.442
N: -1.005 -0.875 0.593  -0.144
C: 2.425 0.882 -0.130  -1.224
H: -2.974 -1.015 1.528  0.321
C: -0.192 0.153 -0.084  -0.482
H: -2.929 -0.328 -0.257  0.388
H: -2.397 0.670 1.099  0.371
H: 3.491 0.440 -0.286  0.327
F: 1.845 -1.331 -0.655  -0.309
H: -0.241 1.297 -1.832  0.273
H: -1.023 -1.775 0.047  0.370
H: 2.535 1.669 0.664  0.317
H: 1.541 -0.769 1.195  0.316

Summary:
spin multiplicity: 1
E_LUMO: -3.5 eV
total charge: +1
HOMO: -13.787 eV
HOMO-LUMO gap: 10.299 eV

=====

b:
A gas-phase ion, C4H12FN2 (charge +1). Source: the Open Molecules 2025 dataset; level of theory: the ωB97M-V functional and the def2-TZVPD basis.

Each line ends with the Mulliken charge.
Cartesian coordinates (Å):
H: -3.309 0.593 1.088  0.353
F: -2.085 -1.323 -0.588  -0.301
H: 0.013 2.042 -0.442  0.239
C: 2.194 -0.948 0.103  -0.958
H: 2.645 -1.557 0.852  0.393
H: 0.026 -0.549 -1.818  0.330
C: -2.200 0.604 0.893  -0.872
H: 1.401 1.381 -1.300  0.238
H: -1.658 0.095 1.697  0.264
C: -1.713 -0.039 -0.453  -0.096
N: 0.703 1.232 -0.618  -0.581
C: 0.046 -0.054 -0.760  0.040
H: 2.465 0.051 0.111  0.416
H: 0.346 -2.033 0.173  0.414
H: 0.354 -0.843 1.102  0.297
H: 2.519 -1.454 -0.787  0.358
H: -1.888 1.719 0.760  0.293
N: 0.729 -1.031 0.259  -0.247
H: -1.971 0.412 -1.422  0.420

Summary:
spin multiplicity: 1
E_LUMO: -3.1 eV
total charge: +1
HOMO: -14.759 eV
HOMO-LUMO gap: 11.655 eV

=====

Quick one: least stable of them? a

=====

a:
A molecular structure, C13H19N3O4Ta. Source: the Open Molecules 2025 dataset; level of theory: the ωB97M-V functional and the def2-TZVPD basis.

Each line ends with the Mulliken charge.
Cartesian coordinates (Å):
N: 0.676 -0.987 -2.133  -0.434
H: -0.320 -1.207 -2.208  0.164
H: 3.866 3.172 1.764  0.234
O: 2.239 -1.926 0.019  -0.412
N: 3.361 2.404 1.335  -0.079
C: -1.820 -0.116 0.073  0.200
H: -3.060 -0.072 2.581  0.413
C: 2.597 -1.773 -1.204  0.872
O: 2.411 3.830 -0.132  -0.553
H: -2.167 -1.583 2.427  0.364
C: -1.042 1.621 1.794  -1.846
C: -1.218 0.137 1.465  2.258
C: -2.437 0.638 -2.139  -0.837
H: -1.610 -0.348 3.538  0.456
H: -2.133 -2.222 0.402  0.295
C: -2.067 -0.513 2.568  -1.734
H: -1.672 1.918 -0.625  0.406
H: 4.375 0.750 1.870  0.287
H: -2.002 2.133 1.790  0.415
Ta: 1.734 -0.117 0.130  1.572
C: 1.524 -2.197 -2.205  -0.513
C: 2.465 2.731 0.332  0.547
H: -3.204 -0.849 -3.483  0.422
O: 1.720 1.689 -0.018  -0.698
H: 3.073 1.094 2.855  0.275
H: 1.933 -2.400 -3.199  0.399
H: -0.369 2.110 1.094  0.341
C: -2.806 -0.649 -2.500  -0.442
H: -0.002 -1.621 1.544  0.391
C: -2.681 -1.672 -1.572  -1.077
N: 3.415 1.109 1.887  -0.628
C: -2.198 -1.408 -0.301  -0.282
H: 0.909 -0.344 -2.889  0.236
H: -2.548 1.448 -2.843  0.427
C: -1.932 0.903 -0.874  0.088
C: 0.071 -0.583 1.238  -1.140
H: 0.981 -3.066 -1.827  0.332
O: 3.526 -1.053 -1.514  -0.501
H: -2.969 -2.679 -1.834  0.408
H: -0.619 1.701 2.792  0.374

Summary:
spin multiplicity: 1
E_LUMO (spin up / spin down): -3.6 / -3.6 eV
total charge: +1
HOMO (spin up / spin down): -11.456 / -11.456 eV
HOMO-LUMO gap (spin up / spin down): 7.877 / 7.877 eV

=====

b:
A molecular structure, C13H19N3O4Ta. Source: the Open Molecules 2025 dataset; level of theory: the ωB97M-V functional and the def2-TZVPD basis.

Each line ends with the Mulliken charge.
Cartesian coordinates (Å):
C: -0.435 0.299 1.219  -1.364
H: -2.782 -0.299 2.622  0.451
C: -1.673 -0.472 0.772  2.531
H: 3.326 -1.116 1.130  0.297
O: 0.111 2.018 -1.214  -0.754
H: -1.749 -0.678 -1.998  0.393
O: -0.618 3.683 -2.563  -0.527
C: 3.380 -0.384 0.330  -0.573
C: 0.425 -3.440 -0.422  -0.786
C: -2.395 -1.089 1.977  -1.773
N: -0.122 4.121 -0.399  -0.168
N: 2.092 -0.395 -0.442  -0.332
H: 0.991 4.120 1.264  0.350
C: -0.269 -2.557 0.394  -0.484
H: -0.544 -2.243 -3.429  0.425
H: 4.228 -0.554 -0.325  0.398
H: -0.548 3.607 1.497  0.345
C: 0.339 -3.329 -1.805  -0.416
N: 0.234 3.579 0.848  -0.627
H: -1.742 -1.717 2.580  0.349
H: -3.504 -0.135 -0.335  0.430
Ta: 0.905 1.388 0.427  1.637
H: -3.052 1.181 0.745  0.383
H: 0.872 -4.021 -2.444  0.432
H: -3.237 -1.696 1.642  0.429
O: 3.605 1.998 0.160  -0.474
H: -2.209 0.972 -0.794  0.387
C: -1.144 -1.445 -1.535  0.142
O: 2.382 1.167 1.800  -0.614
H: 1.022 -4.226 0.024  0.414
H: 2.281 -0.263 -1.432  0.288
H: -0.460 5.068 -0.440  0.230
C: -0.250 3.294 -1.503  0.597
C: -1.067 -1.544 -0.148  0.115
H: 1.592 -1.282 -0.361  0.079
H: 0.011 -0.105 2.144  0.396
C: -2.660 0.443 0.044  -1.845
C: -0.453 -2.332 -2.354  -0.883
H: -0.180 -2.662 1.468  0.253
C: 3.296 1.048 0.855  0.869

Summary:
spin multiplicity: 1
E_LUMO: -3.9 eV
total charge: +1
HOMO: -12.054 eV
HOMO-LUMO gap: 8.137 eV

=====

Quick one: least stable of them? a

=====

a:
2 unconnected molecules or ions with the total composition CH6NOS. Source: the Open Molecules 2025 dataset; level of theory: the ωB97M-V functional and the def2-TZVPD basis.

Each line ends with the Mulliken charge.
Cartesian coordinates (Å):
H: 3.078 0.004 -0.908  0.155
H: -1.001 -1.642 0.992  0.255
C: -1.684 -0.246 -0.326  0.375
H: 3.499 -0.390 0.732  0.201
O: -2.939 -0.330 -0.108  -0.387
H: -3.270 -0.537 0.768  0.376
H: 0.159 -0.697 0.250  0.066
H: -1.581 0.449 -1.134  0.384
S: 2.366 -0.227 0.068  -0.372
N: -0.803 -0.963 0.314  -0.054

Summary:
spin multiplicity: 1
E_LUMO: -4.8 eV
total charge: +1
HOMO: -13.797 eV
HOMO-LUMO gap: 9.006 eV

=====

b:
A molecular structure, CH6NOS. Source: the Open Molecules 2025 dataset; level of theory: the ωB97M-V functional and the def2-TZVPD basis.

Each line ends with the Mulliken charge.
Cartesian coordinates (Å):
N: 0.350 -1.048 -0.240  -0.320
H: -2.473 0.883 0.829  0.213
H: 0.836 -1.761 0.133  0.232
H: 1.425 1.656 0.192  0.360
C: -0.459 -0.339 0.388  0.200
H: 1.656 0.509 -0.950  0.401
H: -0.189 -0.007 1.444  0.317
S: -2.118 0.010 -0.094  -0.031
O: 0.808 1.370 -0.469  -0.688
H: 0.165 -1.273 -1.232  0.318

Summary:
spin multiplicity: 1
E_LUMO: -5.0 eV
total charge: +1
HOMO: -15.380 eV
HOMO-LUMO gap: 10.346 eV

=====

Quick one: least stable of them? b

=====

a:
C3H4ClF in the gas phase. Source: the Open Molecules 2025 dataset; level of theory: the ωB97M-V functional and the def2-TZVPD basis.

Each line ends with the Mulliken charge.
Cartesian coordinates (Å):
F: -1.304 1.616 0.639  -0.294
H: -1.844 -0.093 -0.507  0.255
C: 0.305 -0.345 0.396  -0.676
C: -0.886 0.410 0.050  0.118
H: 0.955 -0.293 1.260  0.277
H: 0.787 1.508 -0.976  0.331
Cl: 0.318 -0.323 -2.441  -0.217
H: 0.143 -1.361 0.081  0.251
C: 0.301 0.512 -0.814  -0.046

Summary:
spin multiplicity: 1
E_LUMO: 1.1 eV
total charge: 0
HOMO: -10.410 eV
HOMO-LUMO gap: 11.528 eV

=====

b:
C3H4ClF in the gas phase. Source: the Open Molecules 2025 dataset; level of theory: the ωB97M-V functional and the def2-TZVPD basis.

Each line ends with the Mulliken charge.
Cartesian coordinates (Å):
H: -1.759 0.921 0.569  0.309
H: -1.273 0.576 -1.169  0.249
Cl: 2.869 -0.520 0.005  -0.166
H: -1.549 -0.724 0.011  0.320
C: -1.275 0.283 -0.055  -0.894
C: 1.169 -0.674 0.319  -0.260
C: 0.354 0.331 0.101  0.429
F: 0.811 1.493 -0.312  -0.247
H: 0.652 -1.685 0.532  0.259

Summary:
spin multiplicity: 1
E_LUMO: 0.9 eV
total charge: 0
HOMO: -9.419 eV
HOMO-LUMO gap: 10.363 eV

=====

Quick one: least stable of them? a